48
Properties=species:S:1:pos:R:3 method="wB97M-V/def2-TZVPD" lumo_energy_ev="2.3 / 2.3" charge=-1 de_lowest_ev=1.444 multiplicity=2 energy_ev=-143565.2668 fmax_ha_per_bohr=0.1148 homo_lumo_gap_ev="6.6895 / 7.1940"
Ce -0.0436 -0.1075 0.2055
C -1.0164 2.5676 0.1523
C -1.4924 2.0745 -1.0819
C -2.5310 1.1618 -0.8177
C -2.6813 1.0608 0.5787
C -1.7442 1.9394 1.1809
H -0.2962 3.3621 0.2747
H -1.1917 2.4314 -2.0568
H -3.1583 0.6837 -1.5547
H -3.4862 0.5468 1.0865
H -1.7228 2.2194 2.2253
C 0.8114 -1.8428 5.2555
C 0.9816 -1.6373 3.7667
O 2.0157 -2.4843 3.2436
P 1.5445 0.0533 3.3379
O 0.9360 1.0997 4.3699
O 3.1020 0.0986 3.6811
O 1.2866 0.4571 1.9315
P -0.5448 -1.9516 2.7516
O -1.2082 -0.4404 2.8353
O -1.4777 -2.9343 3.3245
O 0.0192 -2.0640 1.3571
H 1.7894 -1.8412 5.7388
H 0.3110 -2.7929 5.4357
H 0.2109 -1.0328 5.6686
H 1.7856 -2.6763 2.3199
H 0.6737 1.8985 3.8839
H 3.6177 -0.3230 2.9760
H -2.1271 -0.5426 3.1167
O 2.0834 2.6012 -2.7905
As 1.9085 0.8885 -2.1616
O 3.3475 0.2095 -2.4805
O 1.4746 1.2474 -0.6002
C 0.5308 0.3837 -3.4565
C 0.3406 1.2049 -4.5634
C -0.5273 0.8178 -5.5715
C -1.2087 -0.3915 -5.4970
C -1.0228 -1.2150 -4.4013
C -0.1538 -0.8204 -3.3959
S -0.0689 -1.8191 -1.9318
O 1.1509 -1.3977 -1.2214
O -0.1173 -3.1985 -2.3101
O -1.2335 -1.3399 -1.1596
H 2.3372 3.0975 -2.0038
H 0.8757 2.1424 -4.6140
H -0.6713 1.4622 -6.4299
H -1.8801 -0.6891 -6.2918
H -1.5290 -2.1674 -4.3061

22
Properties=species:S:1:pos:R:3 method="wB97M-V/def2-TZVPD" lumo_energy_ev=-4.0 charge=0 de_lowest_ev=8.929 multiplicity=1 energy_ev=-10432.0990 fmax_ha_per_bohr=0.0691 homo_lumo_gap_ev=3.7921
N 0.4645 -2.2073 -0.6308
C -0.2368 -1.5091 0.3358
C 0.0702 -1.9792 1.7623
O 0.7158 1.9716 1.8324
C 0.0827 0.0024 0.1933
N -0.6717 0.6923 -0.8666
C -0.4592 0.1937 -2.2297
C -0.2934 2.0856 -0.7288
H 1.1848 2.5671 2.4086
H 1.4107 -2.3528 -0.2564
H -1.3053 -1.6162 0.1261
H -0.5864 -1.4776 2.4724
H 1.0903 -1.7117 2.0509
H -0.0648 -3.0521 1.8596
H 1.1642 0.1962 0.1185
H -0.2308 0.4871 1.1323
H -1.0683 0.7875 -2.9050
H -0.7700 -0.8446 -2.2572
H 0.5984 0.2751 -2.5242
H -0.9890 2.7499 -1.2442
H 0.6939 2.2371 -1.2056
H -0.1980 2.2870 0.3629

22
Properties=species:S:1:pos:R:3 method="wB97M-V/def2-TZVPD" lumo_energy_ev="-2.0 / -0.3" charge=0 de_lowest_ev=8.530 multiplicity=1 energy_ev=-39062.8432 fmax_ha_per_bohr=0.0609 homo_lumo_gap_ev="5.6751 / 8.5424"
C 0.6888 1.9926 -0.5997
C -0.7644 2.0756 -0.8669
C 1.2844 1.1938 0.2838
C -1.7750 1.2929 -0.7187
C 0.6769 0.3787 1.4596
C -0.0615 -0.8767 0.9687
C 0.4259 -1.4733 -1.3940
C 0.6197 -1.8237 0.0577
N -1.3748 -0.8784 1.2675
O -1.8769 -0.1035 2.0738
O -2.1318 -1.7313 0.6513
Cl 2.8655 1.8010 0.6462
Cl -2.9241 0.2024 -0.7199
H 1.3426 2.5775 -1.2648
H -1.0429 2.9992 -1.3093
H 1.4492 0.1410 2.2487
H -0.2703 0.8815 1.8252
H 0.5433 -0.4263 -1.6152
H -0.6351 -1.7217 -1.4699
H 1.0319 -1.9711 -2.0487
H 1.7349 -1.7188 0.3449
H 0.1936 -2.8113 0.1795

17
Properties=species:S:1:pos:R:3 method="wB97M-V/def2-TZVPD" lumo_energy_ev="-2.8 / -2.8" charge=0 de_lowest_ev=3.797 multiplicity=1 energy_ev=-32001.0165 fmax_ha_per_bohr=0.1238 homo_lumo_gap_ev="4.0655 / 4.0667"
C -1.4932 1.5036 -0.8980
C -1.3701 0.1720 -1.2834
C 0.6750 -1.6106 1.0894
C 0.3339 -0.6806 0.1122
C -1.7628 1.7868 0.3712
C 2.4895 -0.6549 0.5719
C -1.2862 -0.6133 -0.0198
N 2.0185 -1.6118 1.3569
N 1.6260 -0.0542 -0.2402
S -1.7680 0.4265 1.3619
S 2.6697 1.1454 -1.3542
H -1.2843 2.3845 -1.5988
H -1.0137 -0.3255 -2.1747
H 0.1591 -2.4922 1.4479
H -1.8007 -1.6443 -0.0265
H -1.7299 2.8180 0.7626
H 3.5370 -0.5494 0.5218

21
Properties=species:S:1:pos:R:3 method="wB97M-V/def2-TZVPD" lumo_energy_ev=0.3 charge=0 de_lowest_ev=1.638 multiplicity=1 energy_ev=-13548.0228 smiles=CO.O.O.O.O.O fmax_ha_per_bohr=0.0546 homo_lumo_gap_ev=10.4773
C 1.4813 1.8168 -2.4188
O 0.7865 0.6536 -2.0585
H 1.8000 1.4303 -3.4111
H 2.2308 2.1723 -1.6166
H 0.7051 2.5762 -2.4630
H 0.9791 0.2539 -1.1961
H 0.7758 -2.4613 -1.3702
H 0.6646 -2.2743 0.1079
O 0.9445 -1.7486 -0.6915
H -0.7310 -1.7403 2.7358
H -0.9903 -1.2231 1.1863
O -0.4372 -1.8463 1.8086
H -2.0401 1.3236 1.3622
H -0.7356 1.3280 2.2818
O -1.7370 1.3027 2.2960
H 0.9544 -0.1174 1.5028
H 0.1752 1.2560 1.0546
O 0.9587 0.8299 1.4343
H -1.9652 -1.0860 -1.5250
H -1.1771 0.0229 -0.9830
O -1.7073 -0.7366 -0.6831

126
Properties=species:S:1:pos:R:3 method="wB97M-V/def2-TZVPD" lumo_energy_ev=0.3 charge=0 de_lowest_ev=2.363 multiplicity=1 energy_ev=-59059.4105 fmax_ha_per_bohr=0.0497 homo_lumo_gap_ev=9.7051
C 0.8713 4.7158 1.3739
C -0.3677 4.5350 0.4584
O 0.1035 4.2368 -0.9123
H 1.6163 5.4288 1.0209
H 1.4208 3.7851 1.5156
H 0.5881 5.1319 2.3407
H -0.9227 5.4667 0.5673
H -1.0147 3.7605 0.8703
H -0.5944 3.7179 -1.3189
C -0.2412 -2.0449 3.4749
C -0.9380 -2.8528 4.5454
O -0.1796 -4.0160 4.8472
H -0.7251 -1.0682 3.4841
H -0.3872 -2.5335 2.5115
H 0.8243 -1.9882 3.6975
H -1.9193 -3.2295 4.2568
H -1.0003 -2.3087 5.4878
H 0.6983 -3.6682 5.0200
C -2.5421 0.0401 -4.7955
C -1.2136 -0.3520 -4.0992
O -0.1989 -0.5528 -5.0876
H -3.3601 0.2687 -4.1123
H -2.8830 -0.7311 -5.4863
H -2.4005 0.8912 -5.4616
H -1.4145 -1.2605 -3.5313
H -0.9227 0.3866 -3.3522
H -0.1921 0.2899 -5.5475
C 6.8640 0.8220 1.0611
C 6.3298 -0.4865 0.5009
O 4.9137 -0.5029 0.4794
H 6.4984 1.6973 0.5240
H 7.9522 0.8317 0.9994
H 6.6509 0.9471 2.1227
H 6.6511 -1.3482 1.0860
H 6.7349 -0.6985 -0.4886
H 4.6306 0.1041 -0.2083
C 2.3392 0.5358 3.3564
C 3.3545 1.6577 3.3119
O 3.3850 2.3489 4.5077
H 2.5551 -0.2475 2.6297
H 1.3584 0.9299 3.0901
H 2.2466 0.0713 4.3381
H 3.1594 2.3664 2.5070
H 4.3232 1.3038 2.9590
H 4.1010 2.9882 4.4885
C -1.4238 -4.4054 -2.0275
C -0.7206 -5.5821 -2.6303
O 0.3471 -5.9977 -1.7989
H -1.9915 -3.8649 -2.7849
H -0.7011 -3.6818 -1.6502
H -2.1173 -4.6968 -1.2387
H -0.3002 -5.2815 -3.5900
H -1.3277 -6.4602 -2.8505
H 1.0451 -5.3632 -1.9773
C -4.1228 -1.3059 -0.7609
C -3.1449 -1.8717 0.2888
O -3.1387 -0.9880 1.4293
H -3.9132 -1.8216 -1.6981
H -4.0140 -0.2230 -0.8203
H -5.1377 -1.5801 -0.4731
H -2.1244 -1.8555 -0.0939
H -3.3637 -2.9258 0.4595
H -3.5901 -1.4600 2.1329
C -3.6623 3.7686 -2.9676
C -3.2538 3.0681 -1.6388
O -1.8817 2.7145 -1.8431
H -3.4859 3.1659 -3.8585
H -3.1321 4.7132 -3.0891
H -4.7070 4.0456 -2.8262
H -3.7401 2.0994 -1.5239
H -3.4672 3.7471 -0.8133
H -1.6496 2.0291 -1.2123
C -0.9341 2.0590 4.1114
C -1.5680 1.1567 5.1622
O -1.8394 1.9165 6.3626
H 0.0907 2.3143 4.3812
H -1.4742 2.9893 3.9354
H -0.9685 1.6715 3.0932
H -1.0108 0.2383 5.3469
H -2.5026 0.7345 4.7932
H -2.5689 2.5024 6.1478
C 1.8886 -3.1154 -3.6829
C 2.8909 -3.3312 -2.5498
O 2.2659 -4.0642 -1.5257
H 0.9722 -2.6974 -3.2663
H 1.6304 -4.0590 -4.1636
H 2.2228 -2.3025 -4.3276
H 3.1866 -2.3268 -2.2467
H 3.7843 -3.8752 -2.8564
H 2.7320 -3.8802 -0.7068
C 1.0433 2.5954 -4.0596
C 1.3180 2.6922 -5.5427
O 0.3335 1.9795 -6.2545
H 1.3065 1.5669 -3.8122
H 0.0078 2.8503 -3.8340
H 1.6653 3.2945 -3.5005
H 2.3130 2.3709 -5.8509
H 1.2477 3.7183 -5.9035
H 0.5584 1.9549 -7.1875
C 2.4334 -4.4952 1.8766
C 2.6937 -2.9959 1.5588
O 3.6507 -3.0068 0.5114
H 2.0225 -4.9856 0.9941
H 1.7238 -4.6214 2.6943
H 3.3453 -5.0328 2.1368
H 3.1583 -2.4634 2.3887
H 1.8124 -2.3855 1.3614
H 4.0606 -2.1444 0.6111
C -3.8694 2.5145 2.2746
C -5.1677 2.1365 1.5044
O -5.6032 3.2845 0.8407
H -4.0665 3.4199 2.8486
H -3.1079 2.8100 1.5529
H -3.5405 1.7072 2.9290
H -5.9802 1.8215 2.1592
H -5.0146 1.4367 0.6829
H -6.5168 3.1739 0.5673
C 0.7082 -0.2659 -0.7183
C 0.0952 0.5680 0.4087
O -1.2201 0.8399 0.0970
H 0.3670 -1.3009 -0.6976
H 1.7864 -0.4096 -0.6483
H 0.6075 0.2213 -1.6882
H 0.6257 1.5149 0.5087
H 0.1709 0.0404 1.3594
H -1.8005 0.3092 0.6476

Which value of charge does entry 1 give? -1

Which value of charge does entry 3 give? 0